13
Properties=species:S:1:pos:R:3 method="wB97M-V/def2-TZVPD" multiplicity=1 gap_ev=8.952 energy_ev=-11645.14736 relative_energy_kcal_mol=170.59 smiles="N/N=c1/cnon1N" e_lumo_ev=-0.410 largest_force_ev_per_a=7.1
N -2.321 0.483 0.629
N -1.060 0.750 1.284
C -0.114 0.502 0.455
C 1.404 0.563 0.551
N 2.212 0.183 -0.440
O 1.084 -0.136 -1.452
N -0.266 -0.309 -0.828
N -0.440 -1.640 -0.100
H -2.131 0.403 -0.351
H -2.943 1.242 1.016
H 2.239 0.961 1.388
H -1.047 -2.423 -0.630
H 0.591 -1.752 0.346